DFT (ωB97M-V/def2-TZVPD) results for a cluster of 2 separate species, C10H19N2O in total.

Geometry as XYZ:
```
32
Properties=species:S:1:pos:R:3:lowdin_charge:R:1
C 1.56344 -3.32534 -0.97212 0.18
C -1.00279 2.85394 0.85628 -0.12
C -0.44833 -0.85527 0.26923 -0.07
C 0.43103 -3.00972 1.20865 -0.22
C -1.25343 1.79177 1.82428 -0.17
C -2.04681 3.52020 0.03999 -0.14
C 0.17366 -3.93191 2.41395 0.06
C 1.93990 1.89378 -2.00557 -0.12
C 0.48053 1.69352 -1.67942 -0.21
C 0.00463 0.13340 -1.77320 -0.12
N 1.03090 -3.52798 0.16918 0.16
N -0.22884 -1.79876 1.23145 0.12
O 0.35998 -0.78505 -0.73585 -0.08
H 1.45628 -4.00321 -1.72506 0.08
H 2.26208 -2.50995 -1.16605 0.12
H -0.57258 1.89769 2.62225 0.06
H -1.07556 0.90298 1.21713 0.02
H -2.32598 1.68386 2.18643 0.10
H -1.66623 3.68820 -0.97173 0.06
H -2.94036 2.91958 -0.01078 0.06
H -2.12839 4.52232 0.61475 0.14
H -0.46515 -4.61693 2.00052 0.07
H 1.03560 -4.45796 2.78419 0.10
H -0.28463 -3.26462 3.16239 0.10
H 2.63065 1.24622 -1.57423 0.04
H 2.14920 1.91552 -3.09122 0.09
H 2.19357 2.91225 -1.65911 0.09
H -0.14072 2.25764 -2.36743 0.10
H 0.22088 2.13766 -0.60388 0.08
H -1.05006 0.17781 -1.63676 0.09
H 0.54395 -0.36532 -2.68289 0.16
H -0.84644 -1.69632 2.05464 0.16
```

energy	-576.625173	Eh
multiplicity	1
orbital gap	0.1567	Eh
total charge	+1
HOMO	-9.83	eV
energy above the lowest of the compared OMol25 structures with the same formula, charge and spin	197.4	kcal/mol